# 1
C3H5N3O3S | wB97M-V/def2-TZVPD

```
15
C3H5N3O3S, DFT wB97M-V/def2-TZVPD
S -1.67188 -1.66412 -1.47683
O -2.51866 -1.94547 -0.36168
O -2.18469 -0.66449 -2.42984
O -0.35376 -0.34927 -0.28776
N 0.33394 -1.99027 1.16805
N -1.65488 2.75963 -0.74636
N 1.77599 -0.29651 0.75436
C 0.67591 -0.83810 0.58683
C -0.90808 1.84370 -1.00949
C -0.01537 0.87349 -0.99604
H 0.98423 -2.70322 1.64495
H 0.91546 0.71004 -1.63862
H -2.56665 2.79056 -1.21611
H -0.67953 -2.12451 1.53719
H 1.99563 0.50409 0.07382
```

Computed properties:
* F_max: 5.30 eV/Å
* total energy: -24636.959 eV
* HOMO-LUMO gap: 9.58 eV
* E_LUMO: 0.05 eV
* HOMO level: -9.530 eV

These are the Mulliken partial charges, in e, on atoms 1 to 5:
1. S 0.784
2. O -0.446
3. O -0.468
4. O -0.385
5. N -0.423

***

# 2
C26H35O2Pb | wB97M-V/def2-TZVPD

```
64
C26H35O2Pb, DFT wB97M-V/def2-TZVPD
Pb -1.44989 -2.49065 -0.10378
O 1.69417 -2.25924 -4.11974
O -1.76690 -4.19062 -1.78860
C -0.61730 -5.01349 -2.19898
C 0.71629 -1.98517 0.97177
C 2.74200 -3.25932 -4.07461
C 1.31601 1.01100 -2.20598
C 1.55176 0.16034 1.96516
C -3.02723 -1.04486 1.22609
C 1.17801 -1.20099 2.13182
C -3.07047 -4.05819 -3.89325
C 1.34083 -1.74736 3.43446
C -1.42681 -5.89257 -3.13888
C 1.87537 -0.99894 4.48488
C -2.60925 -4.96624 -2.76181
C 0.89849 -2.42463 -5.32005
C 0.99680 2.20819 -1.49605
C -1.90366 -0.67495 3.19321
C -2.47702 -1.68859 2.40838
C -0.89891 0.90272 -1.59714
C -0.36650 2.12180 -1.08106
C -1.87674 0.52581 2.42944
C 1.38737 -3.65440 -6.11497
C 2.65979 -4.11513 -5.36419
C -3.76019 -5.70524 -2.09804
C 0.15385 0.18799 -2.23401
C 2.05838 0.91792 3.01910
C 2.24179 0.33437 4.28122
C -2.54914 0.30799 1.22085
H -4.39518 -5.02372 -1.51878
H -3.63445 -3.19380 -3.51279
H -0.92005 2.86645 -0.50520
H 2.63137 -5.18133 -5.11824
H 0.13419 -4.37918 -2.68455
H 2.69590 0.90452 5.09546
H 2.27541 0.76042 -2.65590
H -1.56729 -0.76559 4.22659
H 1.07576 -2.78770 3.61906
H -1.53614 -6.91766 -2.77422
H -0.19045 -5.52792 -1.32840
H 0.98089 -1.47365 -5.89269
H -3.74999 -4.58383 -4.58324
H -3.80544 -1.44824 0.57074
H -3.36794 -6.50276 -1.45852
H 1.67496 3.03150 -1.29572
H -4.40096 -6.17821 -2.85866
H -1.11655 -5.86586 -4.19211
H 2.32058 1.97160 2.85514
H -0.16884 -2.51327 -5.03023
H 1.42496 0.62833 0.98670
H -2.60025 -2.74321 2.67558
H -1.93785 0.58226 -1.52046
H -1.44028 1.47434 2.74098
H 0.85543 -3.06415 1.10929
H 2.57163 -3.90787 -3.18608
H -2.22511 -3.67195 -4.48768
H 0.09058 -0.79695 -2.70262
H -2.72471 1.05515 0.44766
H 1.62042 -3.35393 -7.13760
H 0.62694 -4.44604 -6.15687
H 2.01324 -1.44590 5.47776
H 3.55532 -3.90808 -5.94706
H 3.72092 -2.73453 -3.98358
H 1.15594 -1.61676 0.02584
```

Computed properties:
* F_max: 3.02 eV/Å
* total energy: -36859.364 eV
* HOMO-LUMO gap (alpha / beta): 4.93 / 6.08 eV
* E_LUMO (alpha / beta): -5.34 / -4.33 eV
* HOMO level (alpha / beta): -10.269 / -10.403 eV
* charge: +1

These are the Mulliken partial charges, in e, on atoms 1 to 5:
1. Pb 1.183
2. O -0.310
3. O -0.429
4. C -0.025
5. C -1.775

***

# 3
C23H15F4N2O4SbTc | wB97M-V/def2-TZVPD

```
50
C23H15F4N2O4SbTc, DFT wB97M-V/def2-TZVPD
Sb -0.77991 -0.61377 0.32207
Tc 1.32193 -1.44216 1.79762
F -3.16747 4.40317 2.90897
F 1.03814 -3.19582 1.97605
F 0.74962 1.04418 -5.37590
F -5.19164 -4.72478 -0.84512
O 2.57990 2.29516 2.38766
O 5.23702 2.97243 1.33317
O 1.39507 0.37176 2.30576
O 6.60952 1.84895 -0.00279
N 3.08583 -0.82963 0.96544
N 4.08783 -1.39230 0.27264
C 5.61260 1.90519 0.65121
C 4.72265 0.68409 0.69531
C -2.92884 -4.30631 -0.46119
C -1.93801 -3.38761 -0.17272
C -0.80781 0.95938 -3.68010
C -3.14178 2.07699 2.74653
C -2.61469 0.94852 2.15064
C -1.15843 2.34118 0.78006
C -1.68298 3.47273 1.36942
C 2.48915 1.16205 2.05101
C -1.63626 1.08274 1.15586
C -4.23777 -3.85210 -0.57110
C 1.07489 -0.29966 -2.09920
C -3.58641 -1.60506 -0.11018
C -2.66669 3.32045 2.34295
C -1.12447 0.58082 -2.37935
C 1.40221 0.07396 -3.40021
C 0.44915 0.69331 -4.15316
C 3.46844 0.42571 1.23233
C 5.08143 -0.51635 0.08731
C -4.58381 -2.51772 -0.39982
C -0.17810 -0.03471 -1.59766
C -2.27014 -2.04512 -0.00157
H -2.11511 0.77990 -1.98837
H 2.37342 -0.10480 -3.83656
H -3.90372 2.01661 3.51012
H 5.98906 -0.77019 -0.43668
H -2.71396 -5.35714 -0.59317
H -5.61781 -2.21813 -0.48620
H -0.38565 2.44660 0.02938
H -3.84655 -0.56437 0.03405
H -1.51778 1.45263 -4.32700
H 4.05599 -2.36308 -0.01015
H -0.91703 -3.73378 -0.06825
H 1.81685 -0.79542 -1.48039
H -1.34775 4.46289 1.09987
H 4.39723 2.87509 1.81375
H -2.97737 -0.02645 2.45766
```

Computed properties:
* F_max: 1.28 eV/Å
* expectation value of S²: 0.772
* total energy: -54851.940 eV
* HOMO-LUMO gap (alpha / beta): 5.24 / 5.61 eV
* E_LUMO (alpha / beta): -9.93 / -9.58 eV
* HOMO level (alpha / beta): -15.176 / -15.190 eV
* charge: +2
* spin multiplicity: 2

These are the Mulliken partial charges, in e, on atoms 1 to 5:
1. Sb 2.378
2. Tc 1.094
3. F -0.280
4. F -0.533
5. F -0.290

***

# 4
C4H5NO2 | wB97M-V/def2-TZVPD

```
12
C4H5NO2, DFT wB97M-V/def2-TZVPD
O -1.53376 1.36366 -0.47266
O -0.28572 1.39510 -1.00848
N 0.28388 -2.26797 -1.70500
C 0.07413 -0.18521 -0.21484
C 0.25778 -1.30177 -1.10863
C 1.30977 0.15952 0.60809
C -1.38437 0.16254 0.22041
H 2.00112 0.87232 0.08118
H -2.14436 -0.66928 -0.03373
H 0.93744 0.75772 1.52094
H -1.36161 0.50935 1.31355
H 1.84571 -0.79598 0.79917
```

Computed properties:
* F_max: 5.16 eV/Å
* total energy: -9808.159 eV
* HOMO-LUMO gap: 8.56 eV
* E_LUMO: -0.62 eV
* HOMO level: -9.177 eV

These are the Mulliken partial charges, in e, on atoms 1 to 5:
1. O -0.213
2. O -0.272
3. N -0.361
4. C 1.083
5. C -0.096

***

# 5
C15H23ClN4O4S | wB97M-V/def2-TZVPD

```
48
C15H23ClN4O4S, DFT wB97M-V/def2-TZVPD
Cl 5.60148 0.52206 3.02191
S 5.11666 -3.71946 -0.38074
O 3.13152 -1.98355 1.35548
O -0.60815 2.29929 2.86886
O -2.54292 0.58965 -0.52954
O 1.59282 -1.23953 -1.71398
N 2.31461 -0.78399 4.51189
N 3.60543 -0.84772 4.13497
N 1.61382 -0.08964 0.24867
N -0.29692 0.12528 2.30262
C 4.00452 0.31317 3.58921
C 0.50008 0.87026 4.45837
C 1.91274 0.44389 4.20806
C 2.94993 1.19242 3.61671
C 4.56062 -1.08798 -0.28352
C -0.20776 1.18366 3.14629
C 2.12405 -2.88889 1.77500
C 3.43666 -3.15773 -0.79341
C 5.68124 -2.04880 0.10131
C -2.00069 1.02404 0.71385
C 0.42054 0.69823 0.02793
C 4.36565 -2.07142 4.28163
C -0.73108 0.21056 0.91205
C 2.05583 -1.03774 -0.60666
C 3.25318 -1.83632 -0.05829
H 3.75089 -2.75991 4.85275
H 0.14569 0.61631 -1.02129
H 2.93725 2.21355 3.27684
H 5.86207 -2.02960 1.17444
H 1.92709 -2.67903 2.82501
H 0.46037 1.77215 5.06569
H 2.45523 -3.92505 1.67249
H -0.01763 0.06754 4.98611
H 0.10639 -0.74417 2.61188
H 0.63026 1.74501 0.26159
H 6.61065 -1.81466 -0.41300
H 1.19785 -2.75257 1.20446
H 3.32618 -2.98062 -1.85982
H -3.17068 1.24698 -0.83972
H 4.59082 -0.17175 0.30782
H 2.06284 -0.04455 1.15175
H 4.59011 -2.49384 3.30214
H -0.97361 -0.81146 0.60845
H 4.62363 -0.82120 -1.33982
H 2.70990 -3.91314 -0.50315
H 5.29124 -1.87627 4.82050
H -1.78057 2.09167 0.70413
H -2.69137 0.82630 1.53912
```

Computed properties:
* F_max: 0.30 eV/Å
* total energy: -53437.229 eV
* HOMO-LUMO gap: 9.14 eV
* E_LUMO: 0.53 eV
* structure (SMILES): CO[C@@]1(C(=O)NC[C@H](CO)NC(=O)Cc2cc(Cl)n(C)n2)CCSC1
* HOMO level: -8.608 eV

These are the Mulliken partial charges, in e, on atoms 1 to 5:
1. Cl -0.164
2. S -0.214
3. O 0.147
4. O -0.627
5. O -0.522

***

# 6
C5H5NOS | wB97M-V/def2-TZVPD

```
13
C5H5NOS, DFT wB97M-V/def2-TZVPD
S 1.10155 1.24620 -2.40816
O -0.22632 -0.72190 0.66899
N 0.29501 0.85061 -0.97785
C -1.75916 1.22264 1.19828
C 2.29282 -2.43902 -0.42080
C 0.54051 -0.25953 -0.28733
C -1.31501 -0.09650 1.29228
C 1.38439 -1.49587 -0.51498
H -1.80192 -0.90487 2.01978
H -1.28065 1.97962 0.61240
H 0.28247 2.27371 -2.55615
H -2.72471 1.50448 1.75349
H 3.21102 -3.15955 -0.37993
```

Computed properties:
* F_max: 7.72 eV/Å
* total energy: -19633.146 eV
* HOMO-LUMO gap: 8.63 eV
* E_LUMO: 0.14 eV
* structure (SMILES): C#C/C(=N\S)OC=C
* HOMO level: -8.486 eV

These are the Mulliken partial charges, in e, on atoms 1 to 5:
1. S -0.139
2. O -0.277
3. N -0.428
4. C -0.621
5. C -0.190

***

# 7
C15H33N2O2S | wB97M-V/def2-TZVPD

```
53
C15H33N2O2S, DFT wB97M-V/def2-TZVPD
S 3.13762 1.64387 -1.67852
O -0.07755 -3.54726 -1.47325
O -2.07077 1.73655 2.82257
N 1.57304 1.17783 -1.40714
N 3.90002 2.23753 -0.30772
C -1.90670 -3.22232 -2.93975
C -2.75451 0.76650 3.62907
C 0.44663 -3.17637 -2.74886
C -2.45772 0.03226 -0.57009
C -1.23024 0.64047 -1.28073
C -2.22695 2.60359 5.02037
C -1.49165 -3.76633 -1.58162
C -2.41062 1.08976 5.07558
C -1.57341 2.78743 3.65868
C 5.08707 -0.25787 -0.89202
C -0.64805 -3.45398 -3.77008
C 0.73477 2.23431 -0.80713
C 4.09017 0.06185 -1.97210
C -0.61864 1.69497 -0.35833
C 4.72315 -1.08778 0.14111
H 3.54463 1.78124 0.53183
H -0.48309 2.68885 3.72605
H -0.60226 1.28948 0.65347
H 5.12818 -2.08737 0.25748
H 1.52477 0.30154 -0.89182
H -2.12536 -0.26328 0.42427
H -1.30667 2.53964 -0.34085
H -2.00026 -3.26893 -0.75495
H 6.07345 0.19114 -0.92126
H 4.66845 0.24380 -2.87306
H -2.44202 -0.23514 3.33144
H -3.19979 3.09832 5.03993
H 0.69489 -2.10501 -2.72175
H 3.63169 3.21670 -0.23469
H -1.62620 3.00420 5.83471
H -1.80662 3.75061 3.20319
H -2.10936 -2.15043 -2.86842
H -0.57590 -2.81778 -4.65063
H 3.95182 -0.76078 0.83988
H -2.79281 -3.71031 -3.34055
H -1.47060 0.60945 5.35649
H -0.54145 -0.17047 -1.51952
H 3.39236 -0.75872 -2.07563
H -1.68026 -4.84115 -1.50770
H 1.36105 -3.73930 -2.94091
H 0.61758 3.04215 -1.52929
H 1.21566 2.68779 0.06503
H -3.17927 0.76536 5.77397
H -2.87391 -0.79693 -1.13084
H -1.60783 1.08878 -2.20026
H -3.17410 0.84221 -0.44312
H -0.60364 -4.49409 -4.09767
H -3.82874 0.86348 3.44516
```

Computed properties:
* F_max: 2.03 eV/Å
* total energy: -33989.625 eV
* HOMO-LUMO gap: 7.68 eV
* E_LUMO: -4.03 eV
* HOMO level: -11.716 eV
* charge: +1

These are the Mulliken partial charges, in e, on atoms 1 to 5:
1. S 0.296
2. O -0.426
3. O -0.281
4. N -0.210
5. N -0.534

***

# 8
C38H36N14O4SSn | wB97M-V/def2-TZVPD

```
94
C38H36N14O4SSn, DFT wB97M-V/def2-TZVPD
Sn 0.80791 1.51649 -0.86021
S -0.18760 -0.09663 -3.56800
O -1.05549 -0.43928 -2.45654
O -2.28986 -1.46331 4.39593
O 2.78296 1.20064 0.13204
O -0.73190 0.73853 -4.59544
N 1.23700 -2.61951 0.20575
N 0.57019 2.54143 3.40778
N 0.20528 2.10750 1.31697
N 0.59093 -0.50183 -0.04166
N 3.19135 1.57788 -2.77247
N -3.95685 -2.59009 5.27751
N -1.30220 2.13217 -1.24656
N -3.67558 -1.50924 6.10114
N 1.06774 0.67868 -2.78476
N 4.78520 2.16628 0.36229
N 1.95544 -5.04075 -5.89391
N -0.11196 -2.54066 0.08107
N -0.15795 3.58202 2.95410
N 2.23209 0.83339 -4.81238
C -3.00321 -3.40897 3.13997
C 4.29986 1.90906 -3.43592
C 0.91469 -2.89725 -6.17559
C 2.21117 1.04148 -3.50375
C 1.49834 -3.68958 -3.96243
C -0.28095 1.96555 5.63634
C -2.79369 -5.05725 0.92936
C -1.49952 2.87147 -2.34552
C 3.35297 1.15904 -5.44656
C 1.63306 -1.38400 0.12372
C -2.47220 1.05094 7.09331
C -0.92163 0.79241 5.26950
C -0.35268 3.29751 1.69593
C -3.74592 -5.31843 1.90004
C -2.76149 3.26194 -2.74807
C 1.62221 3.48922 -1.06686
C 0.90496 2.43647 4.83338
C -1.82304 2.21521 7.46478
C 3.49799 2.22899 0.07189
C -2.70031 -0.87816 5.55313
C -0.92161 -3.75496 -0.04235
C 2.88936 3.58077 -0.22730
C -2.02028 0.33873 5.98430
C -3.64767 2.09912 -0.85409
C -0.73470 2.68058 6.73442
C 1.00126 -2.52641 -3.42261
C 4.44423 1.70992 -4.79417
C -3.12792 -2.52759 4.29705
C 0.43054 -1.73037 -5.63165
C -3.85979 -4.49360 3.00872
C -3.85292 2.86632 -1.99543
C -1.93201 -3.97085 1.06032
C 0.46491 -1.54596 -4.25291
C 1.45898 -3.89971 -5.35427
C 0.77861 1.66654 2.43527
C -2.36065 1.75354 -0.51236
C -2.03474 -3.15154 2.16952
C -0.48992 -1.28680 -0.06355
H -4.40694 -6.16700 1.79021
H -2.17069 2.77333 8.32305
H 3.64027 4.23234 -0.67612
H 1.33562 0.75067 2.54778
H 3.36764 0.97804 -6.51517
H -4.85429 3.14882 -2.29124
H 0.02514 -0.95226 -6.26308
H -0.62367 3.13843 -2.92186
H 5.10057 2.34669 -2.84913
H 0.88613 4.22869 -0.75738
H -1.42140 -3.70626 -1.01113
H -2.87505 3.85113 -3.64607
H -2.71886 -5.70444 0.06319
H -2.15230 1.16913 0.37469
H 5.20744 1.28242 0.60245
H -1.36406 -2.31388 2.31074
H 5.35005 1.97524 -5.31721
H -1.51057 -0.98187 -0.20807
H -0.20116 -4.57004 -0.07743
H -3.32694 0.68601 7.64653
H 2.27031 -5.79289 -5.30972
H -0.90405 3.94158 1.03114
H 1.74317 1.74250 4.90640
H -0.57316 0.21525 4.42089
H 2.66270 -1.08220 0.17209
H 1.23881 3.42022 5.15426
H -4.60335 -4.67913 3.77167
H 1.84399 3.63897 -2.12045
H -0.24428 3.60170 7.02412
H 1.85250 -5.23059 -6.87386
H 5.36813 2.98646 0.32875
H 1.92332 -4.45006 -3.31929
H 1.03979 -2.37510 -2.35044
H 0.88097 -3.04732 -7.24715
H -4.47342 1.77208 -0.23878
H 2.66467 4.00622 0.75741
```

Computed properties:
* F_max: 0.21 eV/Å
* total energy: -85697.638 eV
* HOMO-LUMO gap: 7.41 eV
* E_LUMO: -4.90 eV
* HOMO level: -12.309 eV
* charge: +2

These are the Mulliken partial charges, in e, on atoms 1 to 5:
1. Sn 1.861
2. S 1.823
3. O -0.800
4. O -0.239
5. O -0.519

***

What is the total energy in the eighth record? -85697.638 eV